--- 1 ---
21
Properties=species:S:1:pos:R:3 method="wB97M-V/def2-TZVPD" smiles=NCN.O.O.O.O charge=0 homo_ev=-9.67 e_lumo_ev=0.6966
O -0.87924 -0.31874 -1.91969
O 1.67632 1.72602 -1.63186
O 0.77228 -2.95667 -1.60799
O 0.16351 -2.33967 1.11947
N -1.07058 0.27295 0.96922
N -0.14377 2.53060 0.87626
C -0.17929 1.24063 1.57037
H -0.37002 3.26746 1.51480
H -0.22418 -1.39944 1.24640
H 0.44945 -3.84599 -1.75621
H -2.00604 0.44300 1.22630
H 0.83232 0.82606 1.57321
H -1.09655 0.38717 -0.02310
H 1.24778 1.00504 -1.17827
H 0.73401 -2.42082 1.88747
H -0.34774 -1.16679 -1.94217
H 0.98002 1.99485 -2.26583
H -1.78727 -0.56641 -2.16355
H -0.46269 1.39608 2.61014
H 0.96330 -2.81009 -0.64321
H 0.74838 2.73475 0.53824

***

--- 2 ---
21
Properties=species:S:1:pos:R:3 method="wB97M-V/def2-TZVPD" smiles=NCN.O.O.O.O charge=0 homo_ev=-8.97 e_lumo_ev=0.4237
O 0.73780 -2.02613 0.09092
O -1.46360 -0.56427 -1.48769
O -0.73074 -0.19178 2.39194
O -3.15776 -0.08995 0.83103
N 0.47291 1.50043 -0.51212
N 2.77522 0.51257 -0.79380
C 1.72792 1.00887 0.19726
H 1.40369 0.18009 0.84914
H -2.52252 0.22244 1.48295
H 2.15185 1.83133 0.74893
H -0.18892 0.47723 1.86122
H 3.12201 1.26898 -1.40355
H -1.84777 -1.17908 -2.18850
H 0.61359 1.63206 -1.47543
H -0.63858 -1.06173 1.93670
H -0.08755 0.59272 -0.43735
H -0.15299 -2.29244 -0.33833
H 2.54339 -0.33481 -1.35961
H 1.28474 -1.44279 -0.53336
H -3.91824 0.45266 0.97821
H -2.12444 -0.49641 -0.83857

***

--- 3 ---
21
Properties=species:S:1:pos:R:3 method="wB97M-V/def2-TZVPD" smiles=NCN.O.O.O.O charge=0 homo_ev=-8.75 e_lumo_ev=0.2687
O -0.83016 0.30625 -2.32669
O 0.33851 1.16255 0.35095
O -2.72693 0.49710 -0.26605
O -1.76054 2.84897 0.48240
N 1.56388 -2.35670 -0.46052
N 2.07955 -1.53137 1.92859
C 2.21510 -1.45591 0.46807
H -1.89202 1.93707 0.42632
H 3.23224 -1.34148 0.33050
H 2.13858 -0.42499 0.14170
H 1.55502 -2.37336 2.21411
H 0.57841 1.89610 -0.26183
H -3.50054 0.94344 -0.58773
H 1.46155 -3.24354 -0.07446
H 2.09478 -2.27600 -1.34705
H -0.99087 0.87265 -1.57531
H 1.44760 -0.81143 2.24061
H -0.81687 -0.63230 -1.96614
H -2.87819 -0.34616 0.08973
H -1.27133 2.82440 1.32705
H -0.12005 0.40864 0.03271

***

On energetic grounds, 1 is preferred over the next structure by 93.6 kJ/mol.

***

--- 1 ---
13
Properties=species:S:1:pos:R:3 method="wB97M-V/def2-TZVPD" charge=0 homo_ev=-9.20 e_lumo_ev=0.5046
S -0.87276 1.89746 1.25390
N 0.02542 0.66344 2.16532
N -0.81520 -0.18266 -0.65975
N 1.37978 -0.87132 -0.79730
N -0.84687 -0.52124 -1.99277
C 0.52288 -0.25647 1.44124
C 0.40079 -0.43282 -0.13247
H -1.62450 -0.11855 -0.17878
H -0.98799 2.79737 2.22895
H 2.20816 -1.12752 -0.36758
H -0.57821 0.36902 -2.55386
H 1.38100 -0.97946 1.82045
H -0.19249 -1.23726 -2.22736

***

--- 2 ---
13
Properties=species:S:1:pos:R:3 method="wB97M-V/def2-TZVPD" charge=0 homo_ev=-8.39 e_lumo_ev=0.5872
S -3.08975 -0.23874 0.00551
N 0.24369 0.09127 0.00199
N -1.77415 -1.28375 0.00300
N 2.47489 -0.90627 0.00370
N -0.38031 1.34980 0.00071
C -0.52331 -1.06755 -0.00002
C 1.64244 0.05924 0.00801
H 0.10384 -1.95695 -0.01374
H 2.05501 1.07967 -0.01443
H -2.53481 0.97147 -0.02130
H 2.02706 -1.84169 0.00836
H -0.11002 1.88005 0.81572
H -0.13457 1.86345 -0.79751

***

--- 3 ---
13
Properties=species:S:1:pos:R:3 method="wB97M-V/def2-TZVPD" charge=0 homo_ev=-9.40 e_lumo_ev=0.6072
S -2.06935 0.51295 2.06560
N 0.55159 1.22241 -1.58210
N 0.86861 -1.08397 -1.74088
N -0.92567 0.69976 0.80633
N 0.49011 -1.29465 1.05288
C 0.49348 0.03815 -0.97177
C -0.04906 -0.31365 0.46139
H -1.07700 1.23669 -0.13152
H 1.38514 -1.90963 -1.21273
H 0.21238 -1.44470 2.02879
H 1.27496 -0.86780 -2.67190
H 0.26667 1.99784 -1.03478
H -1.42186 1.20661 2.93069

***

On energetic grounds, 3 is preferred over the next structure by 88.6 kJ/mol.

***

--- 1 ---
14
Properties=species:S:1:pos:R:3 method="wB97M-V/def2-TZVPD" smiles="NN1CC=NC=C1Cl" charge=0 homo_ev=-8.25 e_lumo_ev=0.6224
Cl 2.83739 0.14576 0.58290
N 0.22678 1.91829 -0.64255
N 0.18356 0.70482 0.05803
N -0.40270 -1.83719 -0.31409
C -1.12193 0.24466 0.58568
C -1.37120 -1.04394 -0.32929
C 0.84804 -1.49854 0.11393
C 1.25878 -0.20691 0.21658
H -1.84798 1.03824 0.45089
H -2.30956 -1.39968 -0.80763
H -1.01541 -0.15657 1.62504
H 1.51231 -2.34264 0.10604
H 0.81075 2.50297 -0.06082
H 0.39117 1.93072 -1.58472

***

--- 2 ---
14
Properties=species:S:1:pos:R:3 method="wB97M-V/def2-TZVPD" smiles=CNc1c[nH]nc1Cl charge=0 homo_ev=-8.01 e_lumo_ev=0.8625
Cl 0.34207 2.72175 -0.23372
N -1.90945 1.41260 0.06803
N -2.33207 0.11210 0.02912
N 1.08492 -0.50180 -0.67165
C -0.15599 -0.04097 -0.34548
C 2.06881 -0.25472 0.39821
C -1.38064 -0.76647 -0.24264
C -0.63688 1.31341 -0.10383
H 1.60746 -0.70367 1.30888
H 2.07611 0.84419 0.59212
H -1.57401 -1.82048 -0.37313
H 2.98390 -0.71971 0.07825
H -3.25522 -0.09066 0.38210
H 1.08100 -1.50558 -0.88626

***

On energetic grounds, 2 is preferred over the next structure by 168.8 kJ/mol.

***

--- 1 ---
14
Properties=species:S:1:pos:R:3 method="wB97M-V/def2-TZVPD" charge=0 homo_ev=-7.79 e_lumo_ev=0.5819
N -0.42144 0.11167 -0.37260
N 2.57066 -0.61257 1.11289
C -0.49297 1.64746 0.14324
C 0.89260 -0.23565 -0.87702
C 1.85392 -0.42962 0.22754
C -1.10968 -0.90640 0.41265
H -1.19434 1.60772 0.98389
H -0.93781 0.85183 -1.00284
H -2.14530 -0.59346 0.56116
H 0.85560 -1.15246 -1.47703
H -1.10376 -1.87292 -0.10388
H 1.23199 0.58871 -1.51379
H 0.50355 1.88845 0.53522
H -0.62377 -1.00651 1.39042

***

--- 2 ---
14
Properties=species:S:1:pos:R:3 method="wB97M-V/def2-TZVPD" smiles="C/C=C(/N)C#N.[H][H]" charge=0 homo_ev=-8.97 e_lumo_ev=0.7996
N -2.84452 -0.11368 0.46650
N -0.30582 -0.38938 -1.91534
C 0.60314 -0.23736 1.79138
C 0.62390 -0.27162 0.29970
C -0.43932 -0.30428 -0.51112
C -1.77391 -0.19408 0.02869
H 1.35777 0.45050 2.19113
H -0.37656 0.05788 2.17950
H 0.25255 -1.18690 -2.19192
H 0.56675 1.82115 -1.10583
H -1.18156 -0.36448 -2.41849
H 0.84110 -1.23804 2.16876
H 1.08048 2.24911 -0.79173
H 1.59600 -0.27883 -0.19124

***

On energetic grounds, 2 is preferred over the next structure by 248.4 kJ/mol.

***

--- 1 ---
14
Properties=species:S:1:pos:R:3 method="wB97M-V/def2-TZVPD" charge=0 homo_ev=-8.61 e_lumo_ev=0.3497
N -1.35527 -1.10099 -0.53167
N 0.31517 -0.54460 1.16999
C -1.17670 1.19418 0.16156
C 2.21227 -0.16522 -0.13295
C -0.49102 -0.13652 -0.05313
C 1.52584 -0.47565 1.03834
H 2.74814 -0.97940 -0.61542
H 2.83247 0.72800 -0.12756
H -0.98259 -2.03492 -0.61571
H -1.62999 1.52691 -0.77328
H -2.31174 -1.08640 -0.19997
H -0.46311 1.94014 0.50553
H -1.96748 1.11043 0.91286
H 0.74401 0.02403 -0.73857

***

--- 2 ---
14
Properties=species:S:1:pos:R:3 method="wB97M-V/def2-TZVPD" smiles="[H]/N=C(/N)CC=C" charge=0 homo_ev=-8.93 e_lumo_ev=0.7216
N 1.77046 0.57916 0.83541
N 0.00237 -0.61612 1.77577
C -1.16378 1.13526 -1.28569
C 0.69907 -0.14990 0.65570
C 0.43358 -0.82340 -0.65662
C -0.95123 0.01055 -0.60369
H -0.93683 -0.25438 1.85117
H 1.03981 -0.41072 -1.45922
H 0.32840 -1.90687 -0.59527
H 0.51862 -0.49836 2.63609
H 2.54665 0.31290 0.23576
H -1.78388 -0.60741 -0.29064
H -0.34292 1.79244 -1.52941
H -2.16033 1.43686 -1.56935

***

--- 3 ---
14
Properties=species:S:1:pos:R:3 method="wB97M-V/def2-TZVPD" smiles="C=C=N.C=NC" charge=0 homo_ev=-8.94 e_lumo_ev=0.9886
N -1.07792 0.60776 0.15675
N 1.96416 1.05191 -0.13673
C -1.30804 1.40577 1.11045
C 1.87525 -1.08975 -1.49486
C -1.24744 -0.81495 0.41745
C 1.88997 0.01653 -0.79083
H -2.08826 -1.02633 1.09238
H -1.16637 2.47603 0.94721
H -0.32964 -1.20807 0.86932
H 1.03320 1.40584 0.09641
H -1.62238 1.08760 2.11400
H 1.89078 -2.05478 -1.00273
H 1.83953 -1.03947 -2.57627
H -1.39816 -1.34438 -0.52645

***

--- 4 ---
14
Properties=species:S:1:pos:R:3 method="wB97M-V/def2-TZVPD" charge=0 homo_ev="-7.87 / -6.98" e_lumo_ev="0.2474 / 0.5799"
N 0.00017 0.27665 0.18522
N 1.05952 -0.65731 1.68492
C 1.01056 -1.87896 1.92698
C 0.05215 0.02001 -1.06750
C -0.49691 0.92434 -2.12751
C -0.60146 1.04185 1.03679
H 0.59002 -0.87373 -1.36694
H -1.50241 0.60252 -2.41531
H 0.13605 0.89142 -3.01649
H 0.85339 -2.26672 2.94483
H -0.55549 1.95977 -1.78943
H -0.07359 1.33828 1.92961
H -1.65096 1.28248 0.90953
H 1.17896 -2.66061 1.16530

***

On energetic grounds, 3 is preferred over the next structure by 5.8 kJ/mol.

***

--- 1 ---
14
Properties=species:S:1:pos:R:3 method="wB97M-V/def2-TZVPD" smiles=C[C@@H]1N2N[C@@]12C charge=0 homo_ev=-9.09 e_lumo_ev=1.0039
N -1.19564 -0.28119 -0.99559
N -1.61322 1.10788 -0.63270
C 0.26296 -1.65195 0.53456
C -0.63720 -0.50358 0.35979
C -0.24616 0.84331 -0.27635
C 1.08889 1.26255 -0.60529
H -1.24564 -0.35445 1.22446
H 0.63536 -2.21869 -0.34093
H 1.53005 0.40794 -1.11675
H -2.16507 1.17983 0.22751
H 1.08828 -1.05597 1.00302
H 1.50512 1.42579 0.43747
H -0.10302 -2.34592 1.32317
H 1.09529 2.18443 -1.14235

***

--- 2 ---
14
Properties=species:S:1:pos:R:3 method="wB97M-V/def2-TZVPD" charge=0 homo_ev=-9.01 e_lumo_ev=0.9623
N -0.06813 1.92844 -1.90433
N -0.16949 -0.34678 -2.19485
C 0.04335 0.74818 -1.38443
C 0.16114 0.52905 0.12889
C -0.21695 -0.55768 0.75342
C 0.02782 -0.94221 2.18108
H 0.64872 -0.11204 2.68701
H -0.94337 -0.82472 2.81739
H 0.40847 -1.95040 2.36782
H -0.09719 0.09793 -3.19200
H 0.66311 1.34925 0.57648
H 0.08164 2.68301 -1.19885
H 0.29391 -1.20950 -1.91074
H -0.83302 -1.39253 0.27313

***

On energetic grounds, 2 is preferred over the next structure by 289.8 kJ/mol.